{
  "formula": "C23H41NO2P2Y",
  "method": "ωB97M-V/def2-TZVPD",
  "relative_energy_kj_mol": 0.0,
  "charge": 1,
  "homo_ev": [-7.721, -7.723],
  "multiplicity": 1,
  "e_lumo_ev": [-3.101, -3.101],
  "gap_ev": [4.62, 4.62],
  "symbols": ["Y", "C", "C", "C", "C", "C", "C", "H", "H", "H", "C", "H", "H", "H", "C", "H", "H", "H", "C", "H", "H", "H", "C", "H", "H", "H", "C", "C", "C", "C", "C", "C", "C", "C", "H", "H", "H", "H", "H", "H", "H", "H", "H", "H", "H", "H", "P", "C", "C", "P", "C", "C", "C", "H", "H", "H", "H", "H", "H", "H", "H", "H", "H", "H", "H", "H", "H", "O", "N", "O"],
  "xyz": [[2.316251, -0.622787, -1.044503], [-1.025830, 1.549971, -0.461198], [-1.079717, 0.448737, -1.380286], [-1.683515, -0.312313, 0.698052], [-1.397509, 1.064449, 0.813073], [-1.499212, -0.700928, -0.654751], [-0.657911, 2.943090, -0.763592], [0.159344, 2.993636, -1.491814], [-0.320476, 3.466021, 0.145122], [-1.499306, 3.518190, -1.186261], [-1.476391, 1.849005, 2.058898], [-1.398913, 2.915603, 1.843825], [-0.661519, 1.584825, 2.748127], [-2.427725, 1.672204, 2.581955], [-2.087079, -1.192936, 1.815655], [-2.904968, -0.741252, 2.395457], [-1.242978, -1.350593, 2.505169], [-2.421493, -2.169417, 1.450550], [-1.714279, -2.049754, -1.221422], [-2.679579, -2.117985, -1.746778], [-1.719912, -2.804296, -0.426573], [-0.930095, -2.325041, -1.938842], [-0.799711, 0.500105, -2.836466], [-1.730456, 0.559447, -3.432880], [-0.260149, -0.401510, -3.186287], [-0.189875, 1.376278, -3.109075], [5.064013, 0.526632, -0.933727], [5.188349, 1.552543, -2.096650], [5.239551, 1.103730, -3.553222], [4.586585, -0.232335, -3.979352], [3.305341, -0.663231, -3.205229], [3.540507, -2.036345, -2.433540], [4.814020, -2.133971, -1.541117], [5.649921, -0.874346, -1.209388], [6.313220, 1.062720, -3.804189], [5.311198, -1.045614, -3.968617], [4.837390, 1.910145, -4.178369], [6.452030, -0.744337, -1.956669], [5.738127, 0.890692, -0.131342], [5.959647, 2.322132, -1.907447], [6.209798, -1.114171, -0.308465], [4.618396, -2.651806, -0.583436], [3.678904, -2.738518, -3.281185], [5.487318, -2.829037, -2.083204], [4.293632, -0.105551, -5.031383], [2.474796, -0.836966, -3.904884], [3.777988, 2.482208, -1.415054], [3.934502, 3.696943, -0.130608], [2.608394, 2.782802, -2.712011], [2.026837, -3.344149, -1.925399], [3.687453, 0.960808, -0.473121], [1.544944, -4.018662, -3.551906], [2.869815, -4.708105, -1.052572], [3.402918, 3.326448, 0.751334], [3.447395, 4.607768, -0.510087], [4.999499, 3.840181, 0.094724], [2.712780, 2.116493, -3.574675], [2.866181, 3.799442, -3.047426], [1.565248, 2.764060, -2.367894], [3.960475, -4.587098, -0.972483], [2.639612, -5.675547, -1.527184], [2.447332, -4.723146, -0.029974], [3.508575, 1.083958, 0.610396], [3.066425, 0.306005, -2.659833], [0.593747, -4.565864, -3.397188], [2.300360, -4.705331, -3.970433], [1.350868, -3.200906, -4.269717], [1.231515, 0.027940, 2.281290], [1.842836, -0.369964, 1.299207], [1.712977, -1.636739, 0.931631]],
  "forces_ev_per_a": [[-6.16, -1.58, 4.33], [0.24, -1.06, 0.99], [1.52, -0.33, 0.78], [0.11, 0.09, -1.22], [0.04, -0.13, -1.34], [0.56, 0.68, 0.91], [-0.12, 0.86, -0.12], [-0.25, 0.20, 0.05], [-0.08, -0.06, -0.33], [0.26, 0.03, 0.07], [0.02, 0.17, 0.59], [-0.09, 0.03, 0.18], [-0.20, 0.09, 0.02], [0.22, 0.12, -0.04], [-0.03, -0.20, 0.47], [0.13, -0.19, -0.06], [-0.24, -0.06, -0.04], [0.00, 0.13, 0.19], [-0.40, -0.48, -0.18], [0.17, -0.14, 0.02], [0.04, 0.03, -0.22], [-0.09, -0.09, -0.02], [-0.31, 0.09, -0.81], [0.35, -0.03, -0.06], [-0.19, 0.10, -0.09], [-0.17, -0.12, -0.01], [2.06, 1.16, 0.61], [0.87, 1.44, 0.24], [0.51, 0.27, -0.26], [-0.38, 0.08, -0.48], [0.82, 0.06, -1.15], [0.74, -1.81, -1.73], [0.40, -0.38, 0.00], [0.30, -0.18, -0.13], [-0.44, -0.13, -0.13], [-0.03, 0.07, 0.09], [0.10, -0.11, 0.08], [-0.45, 0.03, 0.10], [0.05, -0.15, -0.53], [0.64, -0.93, -0.36], [-0.06, -0.31, 0.06], [-0.28, 0.29, -0.36], [0.46, 0.83, 0.16], [-0.25, 0.35, 0.48], [0.20, -0.13, 0.24], [0.08, 0.17, 0.16], [-0.89, -3.50, 1.00], [-0.02, 1.37, -0.74], [-0.58, 1.16, -0.19], [-0.68, 1.14, 0.30], [0.10, 1.78, 0.37], [0.23, -0.10, -0.37], [0.16, -0.18, 0.44], [0.07, 0.03, -0.28], [0.46, 0.14, 0.52], [-0.32, 0.20, 0.02], [0.17, 0.09, 0.32], [-0.42, -0.10, -0.23], [0.35, 0.14, -0.06], [-0.39, -0.15, -0.12], [0.11, 0.42, 0.04], [0.30, 0.02, -0.46], [0.19, -0.10, -0.73], [0.35, -0.92, -0.83], [0.49, 0.29, -0.07], [-0.31, 0.24, 0.09], [0.00, -0.35, 0.32], [1.63, -1.17, -1.81], [-2.23, -0.10, 1.30], [0.53, 0.91, 0.02]]
}



{
  "formula": "C23H42AlBF2IN5O20P",
  "method": "ωB97M-V/def2-TZVPD",
  "charge": 1,
  "homo_ev": -9.186,
  "multiplicity": 1,
  "e_lumo_ev": -8.565,
  "gap_ev": 0.62,
  "symbols": ["C", "C", "C", "C", "C", "N", "C", "P", "O", "I", "N", "N", "N", "C", "C", "C", "C", "C", "H", "H", "H", "H", "H", "H", "H", "H", "H", "H", "H", "H", "H", "H", "H", "H", "H", "H", "H", "H", "H", "F", "N", "H", "H", "H", "H", "C", "O", "O", "O", "H", "Al", "C", "C", "O", "C", "O", "O", "F", "H", "H", "H", "B", "O", "C", "O", "C", "O", "O", "O", "C", "O", "C", "O", "O", "C", "C", "O", "O", "H", "H", "H", "C", "O", "H", "H", "H", "H", "C", "O", "H", "H", "H", "H", "O", "H", "H"],
  "xyz": [[7.760669, -1.633797, 1.278767], [6.899064, -1.531711, 0.029077], [5.896089, -2.696581, 0.076702], [4.729751, -2.424728, -0.863018], [3.522131, -3.336796, -0.563091], [2.260020, -2.616663, -0.750157], [1.270914, -2.800998, -1.671503], [1.166680, -4.034302, -3.056737], [-0.420904, -4.131138, -3.241638], [1.741334, -6.203499, -1.979979], [0.322203, -1.899606, -1.520669], [0.732444, -1.144201, -0.483751], [0.092773, -0.080116, 0.048382], [-0.803025, 0.557949, -0.761932], [-0.441496, 1.355828, -1.918546], [-2.221202, 0.468711, -0.409447], [1.878009, -1.572936, 0.019859], [2.543639, -0.967475, 1.192123], [7.075057, -1.589379, 2.130576], [8.529656, -0.834760, 1.318893], [8.255586, -2.631368, 1.256553], [7.558042, -1.596662, -0.833166], [6.361427, -0.573870, 0.014420], [6.433840, -3.613671, -0.145072], [5.507256, -2.694902, 1.103826], [5.016775, -2.629495, -1.897343], [4.431156, -1.371622, -0.854547], [3.574934, -3.734689, 0.450597], [3.577018, -4.180279, -1.240055], [-0.875213, -4.436775, -2.438493], [-1.089593, 2.240094, -1.991862], [0.591393, 1.712949, -1.937884], [-0.623490, 0.785409, -2.840597], [-2.323996, 0.520917, 0.677905], [-2.812617, 1.261955, -0.863227], [-2.545651, -0.526741, -0.742585], [1.819631, -0.599785, 1.919633], [3.195297, -1.703788, 1.661120], [3.175877, -0.118509, 0.859525], [8.414579, -3.643068, -0.231470], [3.380713, -8.876464, -4.502728], [2.875848, -9.030629, -5.379485], [4.351876, -8.628547, -4.709002], [2.933962, -8.112679, -3.977616], [3.360595, -9.734129, -3.944861], [-1.705529, 4.280298, -2.532359], [-2.055891, 5.039664, -1.611595], [-2.641795, 3.286628, -2.862430], [-0.624824, 4.202961, -3.138888], [-3.387714, 3.491073, -2.273573], [2.418653, 1.230534, -0.420518], [-4.664330, 5.192315, 2.194359], [-5.741972, 5.765305, 1.303506], [-5.473310, 5.135238, 0.059275], [-4.892767, 3.948236, 0.332958], [-4.761307, 3.058230, -0.455490], [-4.476474, 3.895927, 1.613114], [-5.623352, 7.103591, 1.157055], [-3.739716, 5.766871, 2.119825], [-4.966250, 5.115524, 3.234553], [-6.756536, 5.524689, 1.621397], [-10.664560, 3.329859, 2.175291], [-10.251219, 4.628840, 2.740757], [-9.042568, 4.510057, 3.254114], [-8.416840, 5.383441, 3.788069], [-8.566866, 3.051362, 3.042110], [-7.509097, 2.602393, 3.382784], [-9.535281, 2.408555, 2.416400], [-11.903932, 2.836633, 2.803688], [-12.834381, 2.668658, 1.884639], [-13.950110, 2.281692, 2.053371], [-12.202621, 3.072299, 0.505436], [-12.762984, 3.040351, -0.549490], [-10.962979, 3.438796, 0.735443], [12.407379, -0.208785, 2.029403], [11.017209, -0.467299, 1.224315], [10.095199, 0.162393, 1.738848], [11.168144, -1.222599, 0.291467], [12.230886, 0.468466, 2.855298], [12.745811, -1.178731, 2.381597], [13.111236, 0.214461, 1.319329], [0.549391, 4.476067, -0.138150], [-0.786402, 4.141060, 0.131847], [1.162589, 3.921620, 0.592074], [0.827372, 4.176112, -1.160822], [0.756101, 5.541736, -0.018743], [-1.349171, 4.620390, -0.517067], [4.548526, -8.229295, 0.949156], [3.181702, -7.979111, 1.258874], [4.971242, -8.786134, 1.780124], [4.647448, -8.832285, 0.040195], [5.110009, -7.299052, 0.828856], [2.789368, -7.487059, 0.533833], [-12.506343, 5.845544, -0.832974], [-13.025953, 6.654612, -0.820080], [-13.034288, 5.210409, -1.328666]],
  "forces_ev_per_a": [[-1.39, -0.35, -0.26], [0.41, 0.02, 0.26], [-0.37, 1.31, -0.08], [-0.15, -0.60, -0.38], [0.75, 0.29, -0.12], [-0.32, -0.45, 0.06], [0.05, -0.51, 0.60], [0.32, 0.49, -1.01], [0.25, -0.29, 0.60], [-0.16, -0.14, 0.21], [-0.18, 0.14, -0.08], [0.58, 0.83, -0.27], [-0.60, -0.30, 0.07], [-0.49, -0.06, -0.02], [0.36, -0.16, -0.34], [0.25, 0.95, 0.50], [0.27, -0.13, -0.15], [0.30, -0.41, 0.16], [0.34, 0.17, 0.27], [0.75, 0.00, 0.02], [0.66, 0.18, -0.20], [-0.23, 0.00, -0.18], [-0.02, -0.02, -0.01], [-0.09, -0.08, 0.13], [-0.04, -0.37, 0.00], [0.15, 0.20, -0.02], [0.00, 0.01, 0.23], [-0.21, 0.09, 0.07], [-0.38, -0.06, 0.02], [-0.39, 0.24, -0.23], [-0.08, -0.16, -0.13], [0.11, -0.13, -0.10], [-0.14, 0.12, -0.04], [-0.11, -0.24, 0.02], [-0.13, -0.12, -0.10], [-0.01, -0.04, 0.07], [-0.12, -0.05, -0.08], [0.12, 0.13, 0.08], [0.22, -0.79, 0.83], [0.42, -0.21, 0.23], [0.00, 0.01, -0.01], [0.00, 0.00, 0.00], [-0.01, -0.01, 0.00], [-0.01, 0.02, 0.02], [0.00, 0.00, 0.00], [0.65, -0.45, -1.00], [-1.06, 1.05, -0.75], [-0.04, 0.22, 0.31], [-0.39, -0.23, 0.36], [-0.20, -0.17, -0.12], [-0.79, 1.42, -0.72], [-0.03, 0.06, 0.26], [0.02, 0.28, 0.12], [-0.16, -0.41, 0.06], [0.21, 0.05, -0.10], [0.22, 0.03, -0.01], [0.03, -0.05, -0.15], [0.03, -0.02, -0.08], [-0.03, 0.03, -0.14], [-0.09, -0.25, -0.04], [-0.04, 0.13, 0.00], [0.03, 0.08, 0.03], [0.05, -0.38, -0.06], [-0.02, 0.37, 0.14], [0.19, -0.12, -0.10], [0.00, -0.04, 0.00], [0.03, 0.05, -0.07], [-0.03, 0.09, 0.03], [0.08, 0.04, -0.18], [-0.13, -0.03, 0.16], [0.01, 0.00, -0.08], [0.03, 0.11, -0.20], [-0.08, -0.15, 0.02], [-0.04, -0.11, 0.16], [0.95, 0.44, 0.74], [-1.24, -0.42, -1.10], [0.20, 0.08, 0.64], [0.39, -0.13, 0.23], [-0.23, 0.01, -0.06], [-0.26, -0.15, -0.18], [-0.21, -0.05, -0.24], [-0.43, -0.59, 0.09], [1.61, -1.22, 1.70], [0.27, 0.09, 0.10], [0.13, 0.18, -0.05], [0.12, 0.03, -0.01], [-0.47, 0.46, -0.37], [-0.13, 0.11, -0.05], [0.04, -0.05, -0.03], [-0.01, -0.01, 0.00], [0.07, -0.03, 0.02], [0.06, -0.03, 0.00], [-0.01, 0.05, 0.06], [-0.05, 0.22, -0.04], [0.00, -0.01, 0.00], [0.07, -0.12, 0.09]]
}



| no. | largest force on an atom (eV/Å) | E_tot (Ha) |
| --- | --- | --- |
| 1 | 7.70 | -1826.7385 |
| 2 | 2.64 | -3785.6893 |